{
  "formula": "C4H12N2S",
  "method": "ωB97M-V/def2-TZVPD",
  "homo_lumo_gap_ev": 5.467,
  "spin_multiplicity": 1,
  "total_charge": 0,
  "elements": ["C", "N", "C", "N", "C", "C", "S", "H", "H", "H", "H", "H", "H", "H", "H", "H", "H", "H", "H"],
  "coordinates": [[-0.050908, -0.557502, 0.757121], [-0.774707, 0.620578, 0.437154], [-2.200584, 0.610963, 0.030515], [-2.238528, 0.782843, -1.398584], [1.453683, -0.443624, 0.785820], [2.117664, 0.342103, -0.472407], [1.636542, -0.593231, -1.908978], [-0.224096, -1.374405, 0.026365], [-0.564687, -0.951679, 1.693183], [-0.521719, 1.539953, 0.740549], [-2.652815, -0.228563, 0.610197], [-2.633872, 1.481720, 0.595663], [-3.115651, 0.789410, -1.935284], [-1.500295, 0.277625, -1.850802], [1.890022, -1.553344, 0.605442], [1.825174, -0.171563, 1.770959], [3.201648, 0.216205, -0.365055], [1.759694, 1.363650, -0.587909], [2.593433, -2.151135, 0.466053]],
  "forces_ev_per_angstrom": [[-1.500, -1.944, 1.088], [-0.857, 1.112, -1.413], [1.199, 0.683, 1.855], [-1.042, 0.184, -0.232], [0.021, 3.852, -0.050], [-0.411, -3.301, 1.528], [0.289, -0.185, -0.473], [-0.345, 0.594, -0.196], [1.494, -0.130, -0.372], [0.734, -0.245, 0.338], [-0.102, -0.304, -1.231], [0.091, -0.406, -0.971], [0.586, -0.275, 0.835], [0.176, -0.276, -0.195], [0.514, -0.755, -0.083], [0.278, 0.224, 0.069], [-0.262, 0.790, 0.092], [-0.106, 0.020, 0.417], [-0.757, 0.362, -1.006]]
}

---

{
  "formula": "C33H29N9O4SScSe",
  "method": "ωB97M-V/def2-TZVPD",
  "homo_lumo_gap_ev": 7.675,
  "spin_multiplicity": 1,
  "total_charge": 1,
  "elements": ["Sc", "C", "N", "C", "C", "C", "C", "C", "C", "N", "C", "C", "C", "C", "C", "C", "N", "C", "C", "C", "C", "C", "N", "H", "H", "H", "H", "H", "H", "H", "H", "H", "H", "H", "H", "H", "H", "H", "H", "H", "H", "Se", "N", "C", "C", "C", "C", "C", "N", "C", "C", "N", "C", "C", "C", "C", "C", "N", "H", "H", "H", "H", "H", "H", "C", "C", "C", "N", "H", "H", "H", "H", "H", "O", "S", "O", "O", "O"],
  "coordinates": [[0.906657, -0.618119, -0.103916], [-0.537227, 1.530240, 2.267684], [0.052746, 0.172882, 2.146001], [-0.881543, -0.784170, 2.782985], [-0.425907, -2.203633, 2.656918], [-0.916798, -3.169739, 3.529001], [-0.499845, -4.476981, 3.378090], [0.410632, -4.772622, 2.373638], [0.849174, -3.752259, 1.552640], [0.429896, -2.482884, 1.675890], [1.289483, 0.157942, 2.960972], [2.418183, 0.906139, 2.316640], [3.461764, 1.413695, 3.076775], [4.494049, 2.069531, 2.433673], [4.440038, 2.206802, 1.055187], [3.368810, 1.664061, 0.375142], [2.366217, 1.018189, 0.988921], [-1.837241, 1.838905, 1.542246], [-2.082493, 3.164762, 1.188504], [-3.303819, 3.500204, 0.631199], [-4.249356, 2.502518, 0.439160], [-3.916113, 1.213329, 0.809080], [-2.742466, 0.883813, 1.349039], [-0.710843, 1.717879, 3.338602], [0.211811, 2.253465, 1.944284], [-0.994399, -0.531138, 3.846314], [-1.855047, -0.664793, 2.314560], [-1.609876, -2.887228, 4.310614], [-0.866108, -5.251252, 4.039187], [0.785562, -5.774811, 2.223544], [1.559534, -3.961694, 0.769303], [1.084913, 0.571202, 3.956468], [1.597966, -0.878621, 3.101823], [3.456758, 1.290257, 4.151477], [5.325357, 2.472312, 2.996876], [5.219089, 2.718024, 0.508080], [3.286069, 1.716931, -0.702624], [-1.323396, 3.919677, 1.351492], [-3.518108, 4.524291, 0.354415], [-5.219871, 2.715566, 0.012196], [-4.622971, 0.400852, 0.674496], [-5.744371, 1.451036, -4.049742], [-4.242654, 2.321551, -3.609631], [-3.512484, 1.495988, -2.916256], [-2.214215, 1.846244, -2.356785], [-1.621033, 3.093262, -2.535103], [-0.401547, 3.338736, -1.941508], [0.185129, 2.336710, -1.181369], [-0.373234, 1.144145, -0.998526], [-1.543633, 0.891868, -1.591241], [-2.078120, -0.460936, -1.408043], [-1.314071, -1.317231, -0.709695], [-1.762212, -2.557613, -0.550203], [-2.987367, -2.996472, -1.042550], [-3.776639, -2.118458, -1.749596], [-3.311214, -0.818543, -1.947813], [-4.060136, 0.178711, -2.703596], [-5.230366, -0.052391, -3.225685], [-2.122623, 3.841923, -3.134044], [0.101318, 4.288528, -2.054979], [1.147011, 2.486337, -0.714182], [-1.111427, -3.238727, -0.023666], [-3.290753, -4.019185, -0.871469], [-4.732678, -2.412777, -2.161281], [4.758537, -0.837659, -4.158231], [3.784932, 0.132694, -3.509506], [2.922774, -0.385640, -2.383931], [2.046753, 0.138410, -1.712083], [5.304036, -0.325011, -4.950708], [4.243598, -1.689674, -4.598380], [5.482033, -1.223519, -3.442935], [3.095669, 0.544011, -4.250537], [4.320457, 0.999748, -3.110351], [2.800290, -1.709489, 0.240500], [2.642307, -2.554188, -0.974109], [3.174642, -3.867662, -0.912182], [1.170693, -2.458493, -1.236877], [3.349319, -1.819754, -2.140279]],
  "forces_ev_per_angstrom": [[0.047, -0.285, 0.265], [0.031, -0.076, -0.037], [-0.287, -0.051, 0.128], [0.102, -0.010, 0.021], [-0.042, -0.063, 0.072], [0.028, 0.068, -0.034], [0.012, -0.048, -0.001], [0.016, 0.013, -0.023], [-0.014, 0.044, 0.086], [-0.022, 0.022, -0.153], [-0.041, 0.039, 0.012], [-0.098, 0.057, 0.026], [-0.046, 0.015, -0.025], [0.021, 0.009, 0.013], [-0.006, 0.017, -0.051], [-0.062, -0.049, -0.013], [0.115, -0.099, 0.011], [-0.023, 0.012, 0.049], [-0.016, -0.005, -0.018], [0.029, -0.033, 0.035], [-0.009, 0.016, -0.046], [-0.024, 0.012, 0.003], [-0.038, 0.097, -0.029], [-0.018, 0.054, -0.013], [0.005, -0.016, -0.037], [-0.017, 0.005, 0.000], [0.027, -0.040, -0.002], [0.004, 0.005, 0.001], [0.001, -0.001, 0.000], [-0.006, -0.003, 0.008], [0.012, -0.037, -0.008], [0.006, -0.002, 0.006], [0.009, -0.011, -0.043], [-0.005, 0.003, 0.001], [-0.004, -0.001, 0.002], [0.002, -0.001, 0.006], [0.043, 0.010, 0.005], [-0.002, 0.002, -0.003], [0.010, 0.003, -0.007], [0.001, 0.015, 0.007], [0.016, 0.002, 0.002], [0.294, -0.094, 0.124], [-0.273, -0.012, -0.058], [0.012, -0.069, -0.023], [0.041, -0.010, 0.051], [0.029, 0.005, 0.016], [-0.011, 0.006, 0.035], [-0.044, -0.028, -0.024], [0.192, 0.295, 0.010], [-0.040, -0.002, 0.024], [-0.078, 0.045, 0.035], [0.009, -0.022, -0.013], [0.035, -0.013, -0.026], [-0.007, 0.011, 0.018], [0.066, 0.000, 0.029], [0.033, -0.064, 0.026], [0.055, 0.032, -0.007], [-0.196, 0.188, -0.094], [-0.021, -0.012, -0.004], [-0.004, 0.000, -0.018], [-0.010, 0.020, -0.006], [0.012, -0.011, -0.013], [-0.011, 0.000, -0.012], [-0.007, 0.011, -0.007], [0.054, -0.018, -0.067], [-0.128, 0.179, 0.052], [0.052, -0.372, 0.066], [0.064, 0.133, -0.295], [-0.006, -0.007, 0.004], [-0.017, 0.006, 0.007], [-0.005, 0.010, 0.016], [-0.008, -0.035, -0.006], [0.020, -0.030, 0.030], [0.282, -0.028, -0.035], [-0.416, 0.201, 0.157], [-0.002, 0.010, 0.037], [0.154, -0.116, -0.064], [0.120, 0.108, -0.184]]
}

---

{
  "formula": "C35H65Br2N2O12P3",
  "method": "ωB97M-V/def2-TZVPD",
  "homo_lumo_gap_ev": 8.330,
  "spin_multiplicity": 1,
  "total_charge": 0,
  "elements": ["C", "C", "C", "C", "C", "C", "C", "C", "C", "C", "N", "C", "C", "N", "C", "C", "C", "Br", "C", "C", "Br", "H", "H", "H", "H", "H", "H", "H", "H", "H", "H", "H", "H", "H", "H", "H", "H", "H", "H", "H", "H", "O", "P", "O", "C", "C", "O", "C", "C", "O", "C", "C", "H", "H", "H", "H", "H", "H", "H", "H", "H", "H", "H", "H", "H", "H", "H", "O", "P", "O", "C", "C", "O", "C", "C", "O", "C", "C", "H", "H", "H", "H", "H", "H", "H", "H", "H", "H", "H", "H", "H", "H", "H", "O", "P", "O", "C", "C", "O", "C", "C", "O", "C", "C", "H", "H", "H", "H", "H", "H", "H", "H", "H", "H", "H", "H", "H", "H", "H"],
  "coordinates": [[-2.480201, 2.524132, -3.021283], [-3.869394, 2.427081, -3.710916], [-4.924720, 3.392969, -3.095803], [-5.315932, 2.884235, -1.644644], [-6.774429, 2.352350, -1.698091], [-7.150997, 1.331362, -0.583639], [-6.057822, 0.330599, -0.220093], [-5.279707, 0.642617, 0.964251], [-4.274906, -0.163975, 1.392572], [-3.913456, -1.359594, 0.683323], [-2.887081, -2.104119, 1.194624], [-2.665873, -3.149020, 0.423019], [-3.395911, -3.497238, -0.752184], [-4.409967, -2.795976, -1.206959], [-4.658958, -1.680308, -0.465342], [-5.747883, -0.826527, -0.900572], [-6.532753, -1.273350, -2.112567], [-6.441659, -0.341098, -3.803670], [-7.313252, -2.359806, -2.042309], [-7.444331, -3.217746, -0.793781], [-8.352055, -2.921311, -3.578893], [-2.526738, 2.163509, -1.980467], [-1.763391, 1.937619, -3.618154], [-2.106860, 3.561790, -2.989879], [-3.718600, 2.655040, -4.783019], [-4.205373, 1.379718, -3.664576], [-5.792914, 3.339433, -3.775523], [-4.513474, 4.412198, -3.042065], [-4.564044, 2.126337, -1.392172], [-5.249353, 3.777126, -1.002298], [-7.430838, 3.231818, -1.544681], [-7.045462, 1.980810, -2.692268], [-7.485290, 1.814510, 0.349309], [-8.016280, 0.742796, -0.945195], [-5.514932, 1.545739, 1.530901], [-3.730273, 0.105431, 2.303479], [-1.856556, -3.825716, 0.728035], [-3.100443, -4.398704, -1.298431], [-8.395344, -3.763296, -0.827258], [-6.643849, -3.978512, -0.843049], [-7.310692, -2.610381, 0.110331], [-2.482406, -4.079402, -7.111598], [-1.076305, -3.613235, -6.903554], [-0.353819, -4.957598, -6.297303], [-0.143305, -6.074445, -7.158471], [1.035519, -5.845126, -8.087374], [-1.320048, -2.795321, -5.493945], [-2.587679, -2.227784, -5.159556], [-3.266931, -3.072800, -4.104849], [0.375172, -2.854832, -7.113270], [0.732128, -1.593457, -6.531542], [1.515267, -1.824430, -5.258835], [-1.052705, -6.287371, -7.728393], [0.054462, -6.934303, -6.517544], [0.824662, -5.038354, -8.793811], [1.260966, -6.749853, -8.654049], [1.919365, -5.553619, -7.518934], [-3.217015, -2.104021, -6.040372], [-2.396557, -1.226985, -4.758952], [-3.406143, -4.099258, -4.449645], [-4.239397, -2.658575, -3.838063], [-2.650711, -3.121556, -3.208435], [-0.135780, -0.955342, -6.377192], [1.371807, -1.082171, -7.255162], [0.927671, -2.363883, -4.517487], [1.834366, -0.874860, -4.826507], [2.397691, -2.433779, -5.462138], [0.751942, 1.662251, 4.598269], [0.898336, 0.415560, 5.412851], [2.489338, 0.060633, 5.213987], [3.463806, 0.900331, 5.825917], [3.575471, 0.622136, 7.314457], [0.261815, -0.639927, 4.320064], [-0.695852, -0.228338, 3.342852], [-0.025768, -0.135182, 1.988181], [0.737427, -0.703462, 6.615328], [-0.190612, -1.797100, 6.598113], [0.505609, -3.045906, 6.106261], [3.226245, 1.953234, 5.642744], [4.417359, 0.685784, 5.340944], [2.657499, 0.906609, 7.834641], [4.406091, 1.180518, 7.749838], [3.731337, -0.442166, 7.493701], [-1.177869, 0.709190, 3.621639], [-1.477557, -0.991977, 3.310722], [0.807841, 0.568327, 2.009019], [-0.734804, 0.183174, 1.221583], [0.385077, -1.105245, 1.701967], [-1.084782, -1.564311, 6.023301], [-0.513753, -1.952784, 7.630368], [0.877087, -2.925309, 5.089745], [-0.174156, -3.898952, 6.129754], [1.372214, -3.267983, 6.731569], [6.997431, 5.864765, 2.554484], [7.488192, 4.647872, 3.272959], [8.819953, 4.246262, 2.402034], [9.971067, 5.084873, 2.475813], [10.736052, 4.865564, 3.768767], [6.423483, 3.565953, 2.629438], [5.132155, 3.962386, 2.166676], [5.117073, 3.990460, 0.653436], [7.874970, 3.578963, 4.471128], [7.028342, 2.511373, 4.914593], [7.423425, 1.225931, 4.222685], [9.680229, 6.134135, 2.368434], [10.603433, 4.828133, 1.625398], [10.148944, 5.193750, 4.630248], [11.675165, 5.420881, 3.759478], [10.952304, 3.806079, 3.910230], [4.831701, 4.920790, 2.588608], [4.417662, 3.215754, 2.526364], [5.871776, 4.675160, 0.264658], [4.139062, 4.296860, 0.278211], [5.350142, 3.001318, 0.254763], [5.973718, 2.749207, 4.787128], [7.195997, 2.399389, 5.989224], [7.306971, 1.298651, 3.142476], [6.817562, 0.392735, 4.582851], [8.475565, 1.003468, 4.409017]],
  "forces_ev_per_angstrom": [[-0.374, 0.057, -0.307], [0.664, 0.650, 0.044], [0.453, -1.307, 0.210], [-0.430, 0.784, -1.831], [-0.036, 0.703, 1.051], [-0.288, -0.970, -0.496], [0.503, 0.461, 0.774], [-0.332, -0.267, -0.632], [0.218, -0.046, 0.175], [-0.341, 1.406, 1.112], [-0.811, -0.661, -1.745], [0.817, -0.682, 0.447], [-0.073, 0.038, 0.127], [0.895, -0.023, 0.904], [-0.663, 0.188, -0.579], [-0.058, 0.257, -0.671], [-0.458, -0.397, 0.054], [0.413, -0.195, 0.744], [-0.164, 0.290, -0.075], [0.169, -0.302, -0.928], [0.399, -0.094, 0.880], [0.202, -0.016, -0.420], [-0.091, 0.068, 0.506], [-0.213, -0.297, -0.069], [-0.178, -0.018, 0.371], [-0.085, 0.394, 0.067], [0.160, 0.477, 0.431], [-0.213, -0.277, -0.251], [-0.425, 0.180, 0.387], [0.046, -0.706, 0.285], [0.195, -0.362, -0.123], [0.367, -0.132, 0.423], [0.274, 0.025, -0.408], [0.225, 0.305, 0.138], [-0.006, -0.236, -0.231], [-0.049, -0.280, -0.383], [-0.277, 0.276, -0.108], [-0.156, 0.287, 0.163], [0.178, 0.352, 0.308], [-0.290, 0.287, 0.162], [-0.212, -0.256, -0.224], [0.879, 0.938, -3.533], [0.496, -1.047, 7.458], [0.014, 0.348, -0.987], [0.114, -0.243, -0.163], [-0.008, 0.099, -0.019], [0.274, 0.402, -0.728], [-0.202, -0.098, 0.322], [-0.016, -0.149, -0.126], [-1.571, -0.550, -2.134], [0.258, 0.715, -0.193], [-0.017, -0.361, 0.193], [-0.024, 0.018, 0.059], [-0.059, 0.104, 0.112], [0.009, -0.046, -0.038], [-0.032, 0.012, -0.006], [-0.020, -0.057, 0.017], [0.031, -0.162, -0.020], [0.135, -0.023, -0.021], [-0.045, 0.075, -0.163], [0.036, 0.006, 0.025], [0.036, 0.135, -0.051], [-0.070, -0.166, 0.099], [-0.071, -0.162, -0.127], [-0.125, 0.101, -0.059], [0.000, 0.029, -0.096], [0.041, 0.121, -0.078], [-1.011, 1.332, 3.374], [2.184, -4.737, -5.485], [-0.419, 0.510, 0.785], [0.235, 0.096, 0.188], [-0.077, 0.002, 0.030], [-0.371, 0.180, 0.826], [0.010, -0.117, -0.418], [0.122, 0.057, -0.085], [-0.401, 2.637, 0.522], [-0.589, -0.330, 0.421], [0.355, 0.028, -0.213], [-0.021, -0.027, -0.062], [-0.107, -0.076, -0.128], [0.043, 0.039, 0.029], [-0.024, 0.021, -0.008], [0.048, 0.024, -0.038], [0.206, 0.081, 0.010], [0.106, -0.088, 0.069], [-0.105, 0.097, 0.083], [-0.014, -0.034, 0.015], [-0.109, -0.026, 0.008], [0.141, 0.046, -0.148], [0.105, 0.193, 0.026], [-0.150, 0.081, -0.021], [-0.042, 0.052, 0.077], [-0.106, -0.025, 0.104], [0.588, 1.476, 3.406], [-0.473, -4.966, -5.682], [-0.050, 0.534, 0.916], [0.296, 0.126, 0.025], [-0.078, -0.019, 0.067], [0.032, 0.199, 0.843], [-0.163, -0.093, -0.346], [0.104, 0.005, -0.158], [-0.125, 2.640, 0.533], [-0.339, -0.304, 0.677], [0.214, 0.025, -0.360], [-0.042, -0.031, -0.043], [-0.141, -0.075, -0.047], [0.049, 0.037, 0.005], [-0.028, 0.020, -0.003], [0.027, 0.022, -0.053], [0.153, 0.052, -0.063], [0.113, -0.063, 0.064], [-0.057, 0.099, 0.115], [0.000, -0.019, 0.025], [-0.076, -0.014, 0.045], [0.056, 0.023, -0.195], [0.105, 0.200, -0.026], [-0.147, 0.079, 0.044], [0.006, 0.046, 0.081], [-0.051, -0.020, 0.147]]
}

---

{
  "formula": "C4H8O2",
  "method": "ωB97M-V/def2-TZVPD",
  "homo_lumo_gap_ev": 11.711,
  "spin_multiplicity": 1,
  "smiles": "CCCOC=O",
  "total_charge": 0,
  "elements": ["C", "C", "C", "O", "C", "O", "H", "H", "H", "H", "H", "H", "H", "H"],
  "coordinates": [[-2.053386, 0.172115, -0.179082], [-0.787777, 0.562911, 0.581409], [0.353945, -0.390990, 0.274102], [1.590442, 0.252318, 0.632909], [2.688293, -0.255143, 0.068502], [2.729324, -1.210703, -0.662457], [-2.380772, -0.843184, 0.072334], [-2.876599, 0.855855, 0.048483], [-1.878276, 0.207039, -1.260718], [-0.977339, 0.587664, 1.660887], [-0.476692, 1.572814, 0.291034], [0.273002, -1.327989, 0.836850], [0.388939, -0.645342, -0.789798], [3.560994, 0.344217, 0.366641]],
  "forces_ev_per_angstrom": [[-0.056, -0.026, -0.023], [0.030, 0.039, 0.012], [-0.203, -0.100, -0.079], [0.120, -0.022, -0.032], [0.090, -0.260, -0.192], [-0.014, 0.389, 0.313], [0.049, 0.138, -0.016], [0.112, -0.110, -0.014], [-0.038, -0.013, 0.162], [0.044, 0.005, -0.150], [-0.041, -0.130, 0.013], [-0.004, 0.112, -0.098], [-0.021, 0.068, 0.122], [-0.067, -0.092, -0.018]]
}